# 1
Here is a cluster of 10 separate species, C28H58O10 in total from the OMol25 dataset. Energies are from the ωB97M-V functional and the def2-TZVPD basis.

Structure (XYZ):
```
96
Properties=species:S:1:pos:R:3
C -3.5229 2.7733 -4.2433
C -2.8083 1.4366 -4.1840
C -2.6659 0.6830 -5.5339
O -2.3371 0.9441 -3.1892
H -2.7298 3.5267 -4.4645
H -3.7295 2.9815 -3.1939
H -4.3432 2.8279 -4.9421
H -2.4995 1.3228 -6.3941
H -3.6174 0.2852 -5.7984
H -1.9722 -0.1817 -5.4346
C 2.9969 -5.9199 1.9922
C 1.7980 -5.7990 1.0805
C 0.5833 -5.0133 1.5884
O 1.7710 -6.2832 -0.0549
H 2.9431 -6.8872 2.4545
H 3.0160 -5.1089 2.6947
H 3.8665 -5.9207 1.3551
H 0.1189 -4.4961 0.7409
H 0.8512 -4.2949 2.2893
H -0.0999 -5.6951 2.0671
C -1.6942 3.0138 -0.0809
C -1.5585 4.4216 -0.6063
C -2.6867 5.3402 -0.4233
O -0.5576 4.8365 -1.1459
H -2.2271 2.4135 -0.9020
H -2.2478 3.0218 0.8479
H -0.7143 2.5161 0.1005
H -2.4443 5.9199 0.4191
H -3.6968 4.9702 -0.3372
H -2.7305 5.9999 -1.3309
C -1.7527 -2.5683 3.3369
C -2.3089 -1.9170 2.0829
C -3.7916 -1.5831 1.9519
O -1.5695 -1.5951 1.1837
H -0.6734 -2.7058 3.2403
H -2.1876 -3.5199 3.5913
H -2.0124 -1.8027 4.1101
H -4.0673 -2.2712 1.1455
H -3.8422 -0.5795 1.5163
H -4.3876 -1.7600 2.8967
C 3.2893 0.0172 3.2944
C 3.1232 -1.4541 2.9456
C 4.2318 -1.9952 2.0380
O 2.2870 -2.2106 3.4521
H 4.3273 0.3165 3.3559
H 2.7448 0.3334 4.1860
H 2.8333 0.5748 2.4660
H 5.2055 -1.6581 2.4867
H 4.1354 -1.6076 0.9743
H 4.0140 -3.0684 2.0000
C 0.9829 2.3035 -3.0839
C 0.8980 1.5145 -4.3764
C 1.1122 0.0091 -4.3639
O 0.9209 2.1125 -5.4666
H 0.7862 3.3735 -3.3837
H 2.0324 2.1997 -2.7804
H 0.3234 2.0162 -2.3041
H 0.4389 -0.3978 -3.6249
H 2.0810 -0.2191 -3.9140
H 0.8299 -0.4945 -5.2883
C -0.5969 1.3486 3.0922
C -0.8643 0.9090 4.5649
C 0.2472 0.9705 5.5966
O -1.9628 0.5469 4.8290
H -0.2062 2.3837 3.0368
H -1.4403 1.3187 2.3614
H 0.2498 0.7738 2.7363
H -0.1237 1.1796 6.5850
H 0.9918 1.6916 5.3858
H 0.6786 -0.0606 5.5579
C -0.2052 -4.3460 -2.3356
C -1.1494 -3.1882 -2.4207
C -2.4630 -3.3700 -1.6885
O -0.9018 -2.2315 -3.1420
H -0.5812 -5.1522 -2.9128
H -0.1669 -4.6911 -1.2859
H 0.7462 -4.0635 -2.7022
H -3.0875 -2.4930 -1.7896
H -2.1903 -3.6082 -0.6435
H -2.9046 -4.2132 -2.1663
C 2.2842 3.4041 0.5715
C 1.6973 4.8005 0.6448
C 2.2424 5.7015 -0.5009
O 0.8966 5.0066 1.4714
H 1.8657 2.8782 -0.3538
H 1.9820 2.8680 1.4095
H 3.3681 3.3474 0.5046
H 2.1468 5.2976 -1.4910
H 3.3363 5.8272 -0.2766
H 1.7486 6.6804 -0.5284
C 1.4014 -0.6410 -0.8374
O 1.1339 -0.7339 0.5809
H 0.4762 -0.5995 -1.3669
H 2.0791 0.1792 -1.0126
H 1.9175 -1.5045 -1.2030
H 0.2890 -1.2141 0.6903
```

Output
F_max: 4.76 eV/A
E_HOMO: -0.3359 Ha
SMILES string: CC(C)=O.CC(C)=O.CC(C)=O.CC(C)=O.CC(C)=O.CC(C)=O.CC(C)=O.CC(C)=O.CC(C)=O.CO
HOMO-LUMO gap: 9.72 eV
Energy above the lowest of the compared OMol25 structures with the same formula, charge and spin: 46.11 kcal/mol
Charge: 0

Löwdin atomic charge list, values in e, 8 entries: -0.011 -0.479 -0.013 0.054 0.106 0.070 0.078 0.079



# 2
Here is a structure of composition C11H13N4O5Yb from the OMol25 dataset. Energies are from the ωB97M-V functional and the def2-TZVPD basis.

Structure (XYZ):
```
34
Properties=species:S:1:pos:R:3
O -0.8719 -4.5566 -2.4676
C -0.3431 -3.5625 -2.2392
Yb 0.7101 -1.1980 -1.6571
O 3.9974 -2.3101 -0.6987
C 2.9662 -1.9200 -1.0153
C 2.0494 0.8340 -2.4288
O 3.0190 1.4576 -2.6891
C 0.6168 0.4761 -3.4741
O 0.6220 1.0181 -4.5489
C 1.7221 -1.4703 -3.9833
O 2.3788 -1.2807 -4.9156
H -0.3168 0.1087 -2.8425
C -0.3349 1.4846 0.1125
N -0.0749 0.0208 0.2053
C -1.3926 -0.6669 0.4865
N -2.0559 -0.1482 1.7115
C -2.2722 1.3156 1.5540
N -0.9943 2.0404 1.3300
C -0.1253 1.7788 2.5021
N 0.1436 0.3285 2.6743
C 0.7867 -0.1982 1.4410
C -1.1590 -0.3473 2.8725
H -1.0024 1.6811 -0.7411
H 0.6255 2.0084 -0.0202
H -1.2267 -1.7557 0.6258
H -2.0767 -0.4892 -0.3640
H -2.7369 1.7000 2.4728
H -2.9303 1.4864 0.6909
H 0.8273 2.3081 2.3654
H -0.6382 2.1411 3.4029
H 0.9704 -1.2832 1.5736
H 1.7422 0.3324 1.2880
H -1.6390 0.0875 3.7593
H -0.9866 -1.4211 3.0171
```

Output
F_max: 5.47 eV/A
E_HOMO (alpha / beta): -0.5580 / -0.5579 Ha
HOMO-LUMO gap (alpha / beta): 5.49 / 5.28 eV
Spin multiplicity: 2
Energy above the lowest of the compared OMol25 structures with the same formula, charge and spin: 0.00 kcal/mol
Charge: +2

Löwdin atomic charge list, values in e, 8 entries: 0.164 0.042 1.084 0.195 0.025 -0.110 0.213 -0.328



# 3
Here is a cluster of 2 separate species, C9H13N2O in total from the OMol25 dataset. Energies are from the ωB97M-V functional and the def2-TZVPD basis.

Structure (XYZ):
```
25
Properties=species:S:1:pos:R:3
C -3.9854 0.4652 0.8210
C -4.7556 -0.3196 -0.0217
C -2.5543 0.5783 0.6446
C -4.1621 -1.1948 -0.9522
C -2.0662 -0.0773 -0.4728
C -2.8458 -0.9702 -1.0435
C 3.4451 -0.3533 0.2664
C 2.2371 -0.6607 1.0979
C 0.8485 -0.0540 -0.7467
N 1.7155 0.6100 -1.4135
N 3.7920 1.0193 0.0370
O 0.9824 -0.6361 0.3967
H -4.4270 1.1252 1.5949
H -5.7621 -0.3837 0.3263
H -2.0726 1.4176 1.2140
H -4.6544 -1.7989 -1.5761
H -0.2834 -0.2000 -1.0402
H 4.2330 -0.8385 0.7678
H 3.3617 -0.8193 -0.7435
H 2.4668 -1.7349 1.3743
H 2.1459 0.0518 2.0393
H 2.6748 0.9673 -0.9335
H 1.5146 0.9442 -2.3509
H 3.4014 1.5700 0.8217
H 4.7500 1.2926 -0.1073
```

Output
F_max: 5.55 eV/A
E_HOMO: -0.4596 Ha
HOMO-LUMO gap: 8.74 eV
Energy above the lowest of the compared OMol25 structures with the same formula, charge and spin: 144.95 kcal/mol
Charge: +1

Löwdin atomic charge list, values in e, 8 entries: -0.072 -0.059 -0.093 -0.059 -0.056 0.074 -0.273 -0.110



# 4
Here is a cluster of 5 separate species, C23H28F12NO12S in total from the OMol25 dataset. Energies are from the ωB97M-V functional and the def2-TZVPD basis.

Structure (XYZ):
```
77
Properties=species:S:1:pos:R:3
O 3.0658 -4.5983 -1.3927
C 2.4066 -3.7099 -1.8805
O 2.8074 -2.9681 -2.9324
C 3.2970 -3.7518 -4.0262
S 5.0685 -4.2103 -3.8771
O 5.2841 -5.1767 -4.9151
O 5.9235 -3.0557 -3.9353
C 1.0564 -3.4333 -1.2210
C 0.6852 -2.1898 -0.7151
C -0.5411 -2.1023 -0.1128
N -1.3538 -3.1550 -0.0274
C -1.0097 -4.3589 -0.5034
C 0.1963 -4.5326 -1.1193
H 3.2760 -3.0938 -4.9051
H 2.7120 -4.6546 -4.2377
H 5.3069 -4.8616 -2.6942
H 1.3510 -1.3336 -0.7798
H -0.9244 -1.1874 0.3381
H -2.2600 -3.0890 0.4300
H -1.6705 -5.2166 -0.4004
H 0.5099 -5.4997 -1.5018
C -7.3991 -0.3317 0.5044
C -6.5369 -1.2505 -0.3333
O -5.4354 -0.5256 -0.9281
C -4.3803 -0.3319 -0.1629
O -4.2531 -0.7029 0.9713
C -3.2895 0.4054 -0.9467
F -3.7687 1.4203 -1.6550
F -2.6759 -0.4366 -1.8016
F -2.3406 0.9002 -0.1420
H -7.7356 0.5205 -0.0866
H -8.2697 -0.8660 0.8822
H -6.8421 0.0652 1.3537
H -7.1169 -1.6521 -1.1618
H -6.1693 -2.0973 0.2462
C 5.3201 -1.0932 -6.7811
C 5.7356 -0.3071 -8.0053
O 4.7146 -0.3578 -9.0183
C 3.7100 0.4993 -8.8752
O 3.5912 1.2887 -7.9854
C 2.7327 0.3612 -10.0489
F 2.4719 -0.9227 -10.3319
F 3.2342 0.9208 -11.1569
F 1.5683 0.9552 -9.7912
H 5.0528 -2.1163 -7.0534
H 6.1172 -1.1230 -6.0398
H 4.4387 -0.6417 -6.3208
H 6.6261 -0.7505 -8.4471
H 5.9791 0.7251 -7.7557
C -0.5688 1.0526 3.7526
C -1.8803 0.3573 3.4507
O -2.3867 -0.3110 4.6153
C -3.0574 0.4535 5.4783
O -3.2585 1.6225 5.3539
C -3.5761 -0.4015 6.6403
F -2.6412 -1.2476 7.0924
F -4.6298 -1.1390 6.2552
F -3.9650 0.3478 7.6659
H 0.1497 0.3461 4.1728
H -0.1478 1.4900 2.8460
H -0.7086 1.8341 4.4790
H -1.7256 -0.4172 2.6979
H -2.6209 1.0502 3.0518
C 0.4858 7.1201 8.1107
C 1.3440 5.8822 7.9627
O 0.7675 4.9660 7.0107
C 1.0163 5.2209 5.7328
O 1.6652 6.1322 5.3151
C 0.3802 4.1383 4.8531
F -0.8702 3.8533 5.2380
F 1.0944 2.9921 4.9068
F 0.3198 4.5024 3.5730
H -0.5385 6.8468 8.3675
H 0.8843 7.7697 8.8892
H 0.4449 7.6832 7.1781
H 1.3899 5.3464 8.9092
H 2.3666 6.1324 7.6818
```

Output
F_max: 2.35 eV/A
E_HOMO: -0.4709 Ha
HOMO-LUMO gap: 7.61 eV
Charge: +1

Löwdin atomic charge list, values in e, 8 entries: 0.165 -0.412 0.007 -0.182 0.698 -0.335 -0.325 -0.037



# 5
Here is a cluster of 2 separate species, C6H15N in total from the OMol25 dataset. Energies are from the ωB97M-V functional and the def2-TZVPD basis.

Structure (XYZ):
```
22
Properties=species:S:1:pos:R:3
C 0.8233 1.1998 0.5077
C -0.2891 2.0062 0.9301
C -0.6540 2.0340 2.4079
C -0.9748 0.9327 0.0760
N 0.1823 -1.3228 -1.1704
C 0.0230 -1.8803 -2.4915
C 1.0284 -2.2120 -0.4101
H 1.3481 1.4171 -0.4145
H 1.2535 0.5048 1.2008
H -2.0451 1.2365 0.0272
H -0.4306 3.0369 0.4882
H 0.0876 2.6531 3.0292
H -0.6213 0.9862 2.8308
H -1.7377 2.4515 2.5856
H -0.7270 0.8355 -0.9881
H -1.0183 -0.0890 0.5566
H -0.6321 -1.3149 -3.0577
H 0.9777 -1.9533 -3.0901
H -0.3934 -2.9616 -2.5358
H 1.2375 -1.8270 0.6197
H 0.5419 -3.2645 -0.2197
H 2.0199 -2.4686 -0.8817
```

Output
F_max: 4.45 eV/A
E_HOMO (alpha / beta): -0.0446 / -0.0454 Ha
HOMO-LUMO gap (alpha / beta): 5.09 / 5.04 eV
Spin multiplicity: 2
Energy above the lowest of the compared OMol25 structures with the same formula, charge and spin: 88.49 kcal/mol
Charge: -1

Löwdin atomic charge list, values in e, 8 entries: -0.098 -0.486 -0.114 -0.214 -0.280 -0.350 -0.350 0.065